# 1
Below is a cluster of 2 separate species, C9H14 in total at a distorted geometry, with properties calculated with ωB97M-V/def2-TZVPD.

energy relative to the best compared isomer or geometry (same formula, charge and spin)	10.4	kcal per mole
frontier orbital gap	10.1	eV

ORCA input file:
```
! wB97M-V def2-TZVPD RIJCOSX def2/J DEFGRID3
* xyz 0 1
C -1.429 1.733 -1.894
C -0.041 1.470 0.465
C 1.691 -1.489 1.638
C 0.307 2.484 -0.420
C -2.674 -0.408 -1.496
C -1.793 0.733 -0.999
C -0.421 2.641 -1.585
C -1.094 0.608 0.208
C 2.651 -2.647 1.822
H 1.481 -1.345 0.576
H 0.709 -1.660 2.088
H -1.903 1.777 -2.865
H -1.348 -0.178 0.906
H 1.129 3.158 -0.214
H -0.135 3.322 -2.379
H 3.410 -2.664 1.043
H 2.135 -3.603 1.885
H -3.656 -0.486 -1.040
H 3.170 -2.564 2.782
H 0.610 1.336 1.322
H -2.132 -1.337 -1.285
H -2.627 -0.377 -2.580
H 1.961 -0.504 2.019
*
```

# 2
Below is an isolated molecule of C5H10O2, with properties calculated with ωB97M-V/def2-TZVPD.

energy relative to the best compared isomer or geometry (same formula, charge and spin)	35.2	kcal per mole
frontier orbital gap	10.7	eV

ORCA input file:
```
! wB97M-V def2-TZVPD RIJCOSX def2/J DEFGRID3
* xyz 0 1
O -1.625 -0.040 -1.123
O 2.544 0.072 0.689
C -0.841 -1.102 -0.606
C 0.173 -0.485 0.387
C 1.615 -0.651 -0.092
C -0.258 0.993 0.458
C -1.662 0.976 -0.141
H 1.918 -1.701 -0.022
H 0.078 -0.952 1.374
H -1.479 -1.850 -0.112
H 2.405 1.010 0.508
H -2.419 0.758 0.630
H 1.675 -0.360 -1.154
H 0.394 1.615 -0.170
H -0.352 -1.587 -1.459
H -1.936 1.910 -0.641
H -0.230 1.395 1.475
*
```

# 3
Below is an isolated molecule of C21H21ClN2O6S2 at a distorted geometry, with properties calculated with ωB97M-V/def2-TZVPD.

energy relative to the best compared isomer or geometry (same formula, charge and spin)	4.5	kcal per mole
frontier orbital gap	8.4	eV

ORCA input file:
```
! wB97M-V def2-TZVPD RIJCOSX def2/J DEFGRID3
* xyz 0 1
Cl -5.485 -1.322 0.294
S 4.017 -0.445 0.724
S -0.555 2.484 1.054
O 4.796 -1.492 0.138
O -1.212 -3.802 -0.888
O -0.237 1.460 -2.868
O -1.091 3.749 1.456
O 4.689 0.571 1.472
O 0.317 1.798 1.961
N 2.862 -1.109 1.757
N 0.201 2.701 -0.415
C -3.644 0.007 1.748
C 0.845 1.061 -2.142
C 0.484 -1.407 1.343
C -0.470 0.868 -4.128
C 2.119 1.295 -0.111
C -3.524 0.266 -0.652
C 1.803 -1.785 1.134
C -0.275 -3.104 -0.182
C -2.549 0.842 1.882
C -0.551 -2.064 0.697
C -4.126 -0.275 0.476
C -2.570 -3.500 -0.681
C 1.717 0.057 -2.552
C 2.080 -2.836 0.262
C 2.934 0.256 -0.514
C 2.747 -0.366 -1.728
C 1.054 1.702 -0.900
C -2.427 1.101 -0.505
C 1.053 -3.482 -0.390
C -1.947 1.379 0.758
C -0.173 3.837 -1.226
H -3.915 0.039 -1.631
H -2.804 -2.474 -0.982
H -0.785 3.555 -2.085
H -1.564 -1.746 0.885
H 2.297 1.775 0.836
H -2.146 1.082 2.853
H -3.125 -4.196 -1.307
H 1.575 -0.433 -3.500
H -4.122 -0.421 2.615
H 3.107 -3.122 0.102
H 2.555 -0.406 2.415
H -1.949 1.522 -1.374
H 1.253 -4.296 -1.069
H -1.364 1.354 -4.517
H 0.726 4.345 -1.580
H -0.732 4.507 -0.578
H -0.651 -0.206 -4.037
H 0.362 1.045 -4.814
H 3.400 -1.173 -2.015
H 0.264 -0.581 2.003
H -2.861 -3.644 0.364
*
```

# 4
Below is a cluster of 8 separate species, C44H48F21IO18 in total at a distorted geometry, with properties calculated with ωB97M-V/def2-TZVPD.

frontier orbital gap	7.9	eV

ORCA input file:
```
! wB97M-V def2-TZVPD RIJCOSX def2/J DEFGRID3
* xyz 0 1
I -10.299 -5.459 3.548
F 6.013 4.877 -1.525
F 0.997 0.988 10.863
F 1.074 -2.997 -6.215
F -2.387 6.650 5.929
F 1.774 -1.674 -4.651
F -0.573 5.887 5.037
F 4.004 -0.681 -11.357
F 0.618 -0.890 -6.305
F -0.520 7.709 6.194
F 4.371 5.994 -0.673
F 3.417 -2.489 -12.388
F 2.632 -4.710 1.381
F 1.950 -2.789 2.104
F 4.057 -3.144 1.785
F 0.687 -1.118 11.234
F 5.744 3.099 -8.751
F 3.902 3.993 -8.049
F -0.935 0.277 11.527
F 3.220 -2.366 -10.240
F 5.009 4.920 -9.654
F 4.586 5.855 -2.823
O -5.730 -1.171 4.874
O 3.431 -2.103 -0.708
O -1.026 6.416 8.507
O -0.463 4.509 7.438
O -8.895 -1.658 8.560
O 3.557 -2.372 -7.280
O 2.926 3.672 -2.429
O -1.150 0.792 8.887
O -3.980 -2.278 5.993
O 1.584 -3.399 -0.733
O 5.802 4.568 -6.223
O 1.324 0.029 -11.351
O 6.632 6.049 -7.712
O 0.798 -2.108 -11.857
O -8.232 -2.613 3.655
O 3.189 -0.208 -6.750
O 4.197 3.073 -0.662
O 0.065 -1.079 8.534
C 0.107 -0.018 10.719
C -1.065 6.475 6.143
C -7.872 -2.795 4.851
C -8.705 -3.752 7.135
C 2.837 -3.380 1.272
C -6.805 -1.811 5.566
C -0.798 5.666 7.409
C -4.532 -1.951 4.910
C -8.863 -5.436 5.181
C -7.028 -1.573 6.962
C -4.688 -2.611 2.291
C -2.727 -0.223 7.341
C 3.890 0.819 -1.514
C 2.881 -1.521 -6.761
C 4.413 0.161 -7.408
C -0.315 -0.199 9.264
C -8.286 -2.294 7.661
C 5.944 5.094 -7.458
C -0.852 5.753 9.770
C -0.845 -1.104 -13.339
C 5.150 4.283 -8.477
C 3.425 1.869 -0.525
C 1.653 -1.115 -11.531
C 2.690 -2.880 -0.161
C 3.071 -1.659 -11.381
C -3.816 -2.435 3.557
C -7.457 -6.156 4.757
C -2.265 -2.695 3.565
C 1.589 -1.772 -5.990
C 0.615 5.699 10.151
C -1.587 0.761 7.519
C 3.833 3.895 -1.668
C -4.018 -3.084 0.945
C 1.308 -2.964 -2.075
C 2.148 -3.733 -3.075
C 5.812 6.455 -4.690
C -2.489 -3.332 0.932
C -8.489 -3.986 5.733
C -0.582 -1.733 -11.985
C -1.598 -3.147 2.216
C 4.209 0.256 -8.908
C -6.278 -5.873 5.812
C 6.538 5.215 -5.172
C 4.698 5.150 -1.674
H 1.050 6.702 10.143
H 0.738 5.266 11.145
H 5.742 7.205 -5.483
H -5.479 -6.701 5.727
H -3.542 0.004 8.035
H -1.932 1.769 7.277
H -6.646 -5.721 6.891
H 0.249 -3.161 -2.258
H -2.030 -3.644 -0.077
H -1.167 -2.650 -11.887
H 3.947 -0.707 -9.327
H 1.455 -1.884 -2.170
H 3.582 1.509 0.494
H -1.644 -2.546 4.522
H -5.812 -2.390 2.312
H 7.557 5.443 -5.497
H -9.156 -4.546 7.837
H 6.332 6.900 -3.840
H 4.804 6.213 -4.400
H -7.146 -5.745 3.736
H -0.881 -1.071 -11.167
H 3.722 1.146 -2.543
H -0.752 0.537 6.850
H 2.357 2.080 -0.631
H 4.963 0.641 -1.407
H 1.186 5.098 9.439
H -2.404 -1.244 7.554
H 3.213 -3.534 -2.932
H -7.695 -7.272 4.684
H -0.478 -3.333 2.139
H -0.519 -1.771 -14.141
H -1.909 -0.892 -13.465
H 6.615 4.495 -4.354
H -0.291 -0.170 -13.455
H -1.301 4.756 9.749
H 5.215 -0.537 -7.152
H -4.714 -3.216 0.038
H -5.747 -4.899 5.499
H 3.388 0.940 -9.140
H 2.005 -4.810 -2.951
H -1.402 6.338 10.510
H -6.349 -0.891 7.592
H 5.117 0.611 -9.399
H 3.358 -0.121 -1.359
H 4.699 1.138 -7.015
H 1.883 -3.460 -4.088
H -3.110 -0.188 6.322
H -9.290 -6.055 6.059
*
```

# 5
Below is a cluster of 2 separate species, C5H11IN in total at a distorted geometry, with properties calculated with ωB97M-V/def2-TZVPD.

energy relative to the best compared isomer or geometry (same formula, charge and spin)	68.5	kcal per mole
frontier orbital gap	9.7	eV

ORCA input file:
```
! wB97M-V def2-TZVPD RIJCOSX def2/J DEFGRID3
* xyz 1 1
I -3.127 0.390 0.796
N -0.338 1.060 -0.293
C 0.938 1.926 0.056
C 0.524 -2.188 0.435
C -1.603 1.847 0.014
C 0.159 -1.278 1.200
C 0.928 -3.149 -0.606
H 1.951 -3.497 -0.491
H 0.235 -3.908 -0.528
H -0.241 0.911 -1.345
H 1.157 1.864 1.043
H 0.826 -2.583 -1.568
H -0.061 -0.642 1.981
H -1.507 2.694 0.741
H 1.722 1.252 -0.432
H -2.065 2.301 -0.874
H -0.303 0.068 0.205
H 0.804 2.931 -0.332
*
```

# 6
Below is a structure of composition C38H33As2N4O4PdSe at a distorted geometry, with properties calculated with ωB97M-V/def2-TZVPD.

energy relative to the best compared isomer or geometry (same formula, charge and spin)	31.0	kcal per mole
frontier orbital gap	6.1	eV

ORCA input file:
```
! wB97M-V def2-TZVPD RIJCOSX def2/J DEFGRID3
* xyz -1 1
Pd -0.460 0.904 0.225
Se -3.138 -0.046 0.739
As 2.209 0.774 0.052
As 0.062 -1.707 -0.101
O -1.996 7.753 -0.195
O -3.777 3.887 -1.022
O -2.426 2.096 -1.101
O -3.612 6.336 -0.802
N -0.357 3.552 0.068
N -3.264 -1.345 -0.449
N -0.221 5.736 0.257
N -4.656 -0.429 1.569
C 0.403 -3.023 3.970
C -0.174 -0.669 2.618
C 2.843 -1.072 0.412
C -5.179 -1.470 0.926
C -2.226 -5.287 -0.084
C -1.698 -4.047 0.256
C -0.624 -3.513 -0.454
C 0.056 -1.832 1.885
C 0.155 -1.859 4.688
C -1.483 5.477 -0.203
C 0.756 1.039 -3.873
C -6.824 -3.186 0.568
C 2.995 0.174 -4.092
C 4.577 1.528 1.520
C -2.404 6.623 -0.407
C 0.914 1.102 -2.493
C -6.411 -2.107 1.280
C 3.979 1.611 0.260
C 5.781 3.064 -0.449
C -1.550 4.120 -0.321
C 6.380 2.956 0.799
C -0.637 -5.475 -1.877
C -4.886 -3.111 -0.913
C -4.409 -1.975 -0.183
C 3.154 0.248 -2.712
C 2.116 0.713 -1.905
C -0.112 -4.232 -1.535
C -6.057 -3.690 -0.538
C -2.672 3.293 -0.855
C 1.989 -2.139 -0.269
C 1.838 4.466 0.885
C 0.356 -3.006 2.579
C 4.588 2.396 -0.715
C -0.128 -0.680 4.009
C -1.694 -6.007 -1.149
C 1.795 0.576 -4.672
C 5.773 2.186 1.786
C 0.427 4.557 0.405
H 4.132 2.489 -1.693
H 7.311 3.473 1.005
H -2.134 -3.489 1.075
H -0.371 0.284 2.083
H -3.712 5.303 -0.902
H 2.546 4.625 0.070
H 0.551 -3.920 2.032
H -0.223 -6.022 -2.716
H 1.672 0.526 -5.747
H 0.636 -3.944 4.491
H 2.217 -2.166 -1.333
H 2.040 5.210 1.660
H -4.304 -3.487 -1.746
H -6.425 -4.552 -1.084
H 2.168 -3.129 0.144
H 6.226 2.106 2.767
H -3.065 -5.683 0.477
H 6.241 3.673 -1.220
H 3.800 -0.205 -4.711
H 4.102 0.949 2.304
H -0.312 0.236 4.559
H 0.703 -3.823 -2.121
H -0.185 1.346 -4.316
H 4.093 -0.059 -2.263
H 0.112 6.670 0.434
H 3.891 -1.143 0.126
H 2.017 3.479 1.294
H 0.178 -1.872 5.772
H 0.093 1.427 -1.848
H -2.111 -6.971 -1.418
H -6.991 -1.717 2.109
H -7.752 -3.680 0.835
H 2.784 -1.195 1.493
*
```